# C2H9NO2

A cluster of 2 separate species, C2H9NO2 in total at a distorted geometry (ωB97M-V/def2-TZVPD, OMol25).

## Properties
SMILES: NCCO.O
Kohn-Sham gap: 9.94 eV
relative energy (zero: lowest compared OMol25 entry of this formula, charge and spin): 0.599 eV
HOMO: -9.13 eV
net charge: 0
2S+1: 1

Geometry (Å):
1 N -0.7207 2.8185 -1.4451
2 C -0.8597 1.8527 -0.4090
3 C 0.4970 1.1935 0.0831
4 O 1.1538 0.6938 -1.0629
5 H 0.0169 2.4190 -2.0425
6 H -1.5814 2.9636 -1.9438
7 H -1.4966 0.9321 -0.4699
8 H -1.3228 2.4285 0.4778
9 H 0.3425 0.3902 0.7777
10 H 1.1805 1.9561 0.5005
11 H 2.0120 0.2950 -0.8189
12 O -0.0562 -5.7481 2.1928
13 H -0.0442 -6.6599 1.8845
14 H 0.8789 -5.5349 2.2758

Cartesian forces, eV/Å:
1.5 -0.9 -0.7
-0.4 -0.9 4.1
0.1 2.2 -0.9
0.7 -0.8 -0.7
-0.7 0.6 -0.4
0.0 -0.1 -0.3
-0.1 0.8 -1.0
0.8 -1.1 -0.8
-0.5 -0.2 0.6
-0.5 -0.1 0.3
-0.8 0.4 -0.1
0.2 -0.1 0.0
-0.2 0.0 0.0
0.0 0.1 0.0

=====

# C25H48P4STi

A structure of composition C25H48P4STi at a distorted geometry (ωB97M-V/def2-TZVPD, OMol25).

## Properties
Kohn-Sham gap (spin up / spin down): 5.56 / 4.05 eV
HOMO (spin up / spin down): -16.06 / -15.99 eV
<S²>: 0.77
net charge: +3
2S+1: 2

Geometry (Å):
1 Ti 0.2685 0.1556 0.3050
2 P 2.4555 0.8606 1.3917
3 P 1.4923 -0.1378 -1.8544
4 P -0.5743 -0.4873 2.5886
5 H -2.9926 -7.5772 -3.6146
6 C -3.7899 -7.2311 -2.9483
7 C -4.7304 -6.3758 -3.3712
8 H -4.7206 -5.9832 -4.3924
9 C 3.5998 -0.5078 1.8005
10 C 3.5991 1.9774 0.4974
11 C 2.3782 1.7364 2.9995
12 C 0.4169 -0.7308 -3.2086
13 C 2.3526 1.2396 -2.6971
14 C 2.7844 -1.4348 -1.8401
15 C -2.1475 -1.4247 2.6060
16 C -0.9626 0.7855 3.8397
17 C 0.4988 -1.6200 3.5419
18 H -3.8140 -7.6738 -1.9475
19 H -5.5694 -6.0778 -2.7370
20 H 4.4745 -0.0703 2.3024
21 H 3.9204 -1.0205 0.8852
22 H 3.1154 -1.2302 2.4679
23 H 4.3689 2.3026 1.2120
24 H 3.0732 2.8620 0.1166
25 H 4.0820 1.4543 -0.3376
26 H 3.3919 2.1001 3.2216
27 H 2.0515 1.0685 3.8057
28 H 1.6979 2.5965 2.9472
29 H 0.9872 -0.6653 -4.1454
30 H -0.4856 -0.1134 -3.2869
31 H 0.1052 -1.7681 -3.0361
32 H 3.2987 0.8725 -3.1167
33 H 2.5657 2.0588 -2.0014
34 H 1.7235 1.6208 -3.5119
35 H 2.9893 -1.7221 -2.8801
36 H 2.4191 -2.3066 -1.2843
37 H 3.7036 -1.0654 -1.3686
38 H -2.4021 -1.6316 3.6536
39 H -2.0496 -2.3674 2.0565
40 H -2.9447 -0.8366 2.1387
41 H -1.1067 0.2722 4.8001
42 H -1.8858 1.3090 3.5632
43 H -0.1489 1.5131 3.9333
44 H -0.1190 -2.0687 4.3314
45 H 1.3443 -1.0873 3.9958
46 H 0.8815 -2.4108 2.8847
47 C -1.5910 -2.6231 -0.9522
48 C -0.7132 -3.5122 -0.3059
49 C -0.6322 -4.8349 -0.7176
50 C -1.4670 -5.3078 -1.7324
51 C -2.3557 -4.4349 -2.3616
52 C -2.4253 -3.0991 -1.9928
53 S -1.7945 -0.9418 -0.5596
54 H 0.6065 -1.4205 0.2928
55 H -0.0800 -3.1727 0.5134
56 H 0.0714 -5.5052 -0.2320
57 H -1.4546 -6.3552 -2.0215
58 H -3.0459 -4.8099 -3.1087
59 H -3.1198 -2.4029 -2.4586
60 C -2.1808 2.7212 0.9893
61 P -0.6169 2.6101 0.0470
62 C -1.1958 2.5568 -1.6888
63 C -0.1024 4.3812 0.2039
64 C -0.9116 5.4347 -0.2741
65 C -0.5123 6.7683 -0.1357
66 C 0.6830 7.0704 0.5442
67 C 1.4715 6.0309 1.0563
68 C 1.0710 4.7003 0.8961
69 H -2.7151 1.7632 0.9680
70 H -2.7919 3.5079 0.5332
71 H -1.9461 2.9933 2.0263
72 H -1.7705 3.4693 -1.8823
73 H -0.3303 2.5257 -2.3618
74 H -1.8242 1.6739 -1.8614
75 H -1.8649 5.2206 -0.7525
76 H -1.1247 7.5715 -0.5505
77 H 0.9891 8.1062 0.6722
78 H 2.4067 6.2566 1.5799
79 H 1.6712 3.8992 1.3216

Cartesian forces, eV/Å:
-1.5 1.0 -0.3
1.6 0.0 0.9
1.0 -0.8 -1.4
-0.3 -0.9 1.6
-0.3 0.1 0.2
-0.4 0.1 -0.2
0.2 -0.5 0.1
0.0 -0.2 0.3
-0.2 -0.1 -0.1
-0.2 0.1 -0.4
-0.4 0.1 0.1
-0.4 -0.1 0.1
-0.1 0.6 0.3
-0.1 -0.1 0.3
0.0 0.0 -0.3
0.1 0.4 -0.2
0.2 -0.1 -0.2
-0.1 0.2 -0.3
0.3 -0.1 -0.2
-0.2 -0.2 -0.1
0.0 0.1 0.3
0.2 0.1 -0.2
-0.2 -0.1 -0.2
0.2 -0.2 0.0
-0.1 0.1 0.2
-0.3 -0.1 0.0
0.1 0.2 -0.2
0.2 -0.2 0.1
-0.1 -0.1 0.3
0.2 -0.1 -0.1
0.1 0.2 0.0
-0.3 0.1 0.1
0.0 -0.1 -0.3
0.2 -0.1 0.2
0.0 0.1 0.3
0.2 0.1 -0.2
-0.2 -0.1 -0.2
0.0 0.1 -0.2
0.0 0.2 0.2
0.1 -0.1 0.2
0.0 0.1 -0.2
0.2 -0.1 0.1
-0.3 -0.1 0.1
0.3 0.1 -0.1
-0.2 -0.2 -0.1
-0.1 0.1 0.2
-0.3 1.1 0.1
0.8 -1.1 0.3
0.4 0.8 0.7
-0.2 -0.1 -0.2
-0.6 1.3 -0.3
-0.3 -0.9 -0.3
0.6 -0.4 -0.2
0.7 -0.5 0.2
-0.3 -0.1 -0.3
-0.2 0.1 0.0
0.0 0.1 0.0
0.3 0.0 0.0
0.1 -0.3 0.0
0.0 -0.5 0.1
-0.8 2.1 -0.3
0.0 -0.3 -0.1
0.6 0.1 0.4
0.2 -0.2 -0.1
0.4 -0.3 0.4
-0.2 -0.6 -0.2
-0.1 0.2 0.0
0.0 0.2 -0.2
-0.1 0.2 0.1
0.0 -0.2 0.2
-0.1 0.0 -0.3
0.1 -0.3 -0.1
-0.2 0.1 0.1
0.0 0.2 -0.1
0.2 0.1 0.0
0.1 -0.3 0.2
0.0 -0.2 -0.1
-0.4 -0.1 -0.2
0.0 0.3 -0.1

=====

| no. | energy (eV) |
| --- | --- |
| 1 | -7804.126 |
| 2 | -97782.911 |